Entry 1:
{"formula": "C3H10N5", "method": "the ωB97M-V functional and the def2-TZVPD basis", "charge": 1, "multiplicity": 1, "e_lumo_ev": [-5.0, -5.6], "species": ["C", "C", "C", "N", "N", "N", "N", "N", "H", "H", "H", "H", "H", "H", "H", "H", "H", "H"], "xyz": [[-0.30339, 1.00836, -1.09367], [0.19166, 0.09739, 1.10380], [-0.41019, 0.31867, 2.48507], [-0.37103, 0.76206, 0.15768], [-0.98688, 0.09240, -1.92872], [0.19115, 2.08686, -1.67734], [1.32567, -0.63487, 0.91608], [-0.02692, -1.77171, -1.36546], [-1.30069, 1.03299, 2.53402], [0.36519, 0.61955, 3.14662], [-0.39780, -0.74412, 2.82773], [-0.58837, -0.13287, -2.77462], [0.78458, 2.65481, -1.06822], [0.17628, 2.27341, -2.67370], [1.71391, -0.96508, 1.81157], [1.51252, -0.87482, -0.06024], [-0.43227, -2.04395, -2.23071], [-0.74612, -1.90925, -0.67789]], "mulliken_charge": [0.54, 0.65, -1.19, -0.28, -0.53, -0.32, -0.38, -0.53, 0.31, 0.41, 0.36, 0.34, 0.25, 0.25, 0.28, 0.29, 0.29, 0.27]}

***

Entry 2:
{"formula": "C2H3N3O3S", "method": "the ωB97M-V functional and the def2-TZVPD basis", "charge": 0, "multiplicity": 1, "smiles": "N#C[C@H](N=O)S(N)(=O)=O", "e_lumo_ev": [-1.4, -1.4], "species": ["N", "C", "C", "N", "O", "S", "N", "O", "O", "H", "H", "H"], "xyz": [[0.60062, 0.97037, 2.95584], [0.52222, 0.30460, 2.03864], [0.21072, -0.53048, 0.88357], [1.46465, -0.93140, 0.27835], [1.39979, -1.64593, -0.70306], [-0.45269, 0.79700, -0.22712], [-0.54662, 0.04451, -1.74640], [0.54553, 1.83183, -0.24498], [-1.79507, 0.75352, 0.19112], [-0.54037, -1.21239, 0.96785], [-1.48003, -0.19973, -1.93821], [0.07125, -0.18191, -2.45560]], "mulliken_charge": [-0.37, 0.18, 0.14, -0.12, -0.30, 1.05, -0.39, -0.55, -0.57, 0.52, 0.23, 0.19]}

***

Entry 3:
{"formula": "C2H2O3", "method": "the ωB97M-V functional and the def2-TZVPD basis", "s2": 2.01, "charge": 0, "multiplicity": 3, "e_lumo_ev": [0.1, -2.6], "species": ["C", "C", "O", "O", "O", "H", "H"], "xyz": [[-0.34082, -0.92302, -0.00328], [0.13558, 0.30609, 0.11085], [-1.64533, -0.46710, 0.02132], [-1.16268, 0.87590, 0.06494], [1.24060, 1.02962, 0.07270], [0.48987, -2.24623, 0.52220], [1.28279, 1.42474, -0.78873]], "lowdin_spin": [0.64, 0.47, 0.15, 0.17, 0.10, 0.45, 0.02]}

***

Entry 4:
{"formula": "C8H14F4P2", "method": "the ωB97M-V functional and the def2-TZVPD basis", "charge": 0, "multiplicity": 1, "e_lumo_ev": 0.8, "species": ["C", "C", "C", "C", "C", "C", "C", "C", "F", "F", "F", "F", "P", "P", "H", "H", "H", "H", "H", "H", "H", "H", "H", "H", "H", "H", "H", "H"], "xyz": [[-0.75497, -0.59372, 1.23251], [-1.52884, -0.55651, -0.14849], [1.28205, 0.60041, 0.20305], [-0.57400, -0.90514, -1.33439], [0.19101, 0.66158, 1.24038], [0.45912, 0.20675, -1.49103], [-2.62948, -1.55144, 0.02892], [1.97773, 1.82164, -0.00271], [0.13275, -2.07328, -1.10280], [3.16471, 1.52695, -0.65771], [1.45156, 2.72993, -0.82827], [2.30509, 2.53007, 1.09761], [1.01097, 0.98718, 2.91046], [1.70253, -0.28695, -2.80325], [-1.54493, -0.53332, 2.02089], [-0.16399, -1.48274, 1.18166], [-1.80276, 0.43849, -0.14317], [2.12375, -0.09604, 0.48871], [-1.08241, -1.15949, -2.34807], [-0.39181, 1.51564, 0.96596], [0.09661, 1.14546, -1.84661], [-3.29898, -1.66951, -0.79324], [-3.33348, -1.30500, 0.80050], [-2.47148, -2.66426, 0.19190], [-0.05163, 0.49460, 3.61275], [0.84275, 2.48462, 2.90742], [0.76469, -1.00609, -3.49591], [2.12345, -1.25982, -1.88706]], "mulliken_charge": [-1.15, 0.05, -0.36, 0.08, -0.52, -0.75, -1.80, 1.02, -0.36, -0.30, -0.28, -0.28, -0.04, -0.04, 0.52, 0.46, 0.55, 0.22, 0.45, 0.51, 0.64, 0.45, 0.46, 0.32, 0.02, 0.05, 0.02, 0.05]}

***

Entry 5:
{"formula": "C6H14N2O2", "method": "the ωB97M-V functional and the def2-TZVPD basis", "charge": 0, "multiplicity": 1, "smiles": "CNC(C)=O.CNC(C)=O", "e_lumo_ev": 0.6, "species": ["C", "N", "C", "C", "O", "H", "H", "H", "H", "H", "H", "H", "C", "N", "C", "C", "O", "H", "H", "H", "H", "H", "H", "H"], "xyz": [[1.87861, -0.18909, -1.86150], [0.51960, -0.47704, -2.38546], [-0.34194, -1.22585, -1.67840], [-1.70152, -1.55329, -2.25220], [-0.02700, -1.64134, -0.55636], [2.36717, -1.22043, -1.60537], [2.50112, 0.31304, -2.56933], [1.89264, 0.33845, -0.92666], [0.21831, -0.14952, -3.32572], [-2.40536, -1.70040, -1.36628], [-2.11827, -0.73866, -2.79346], [-1.66491, -2.46081, -2.86250], [-0.82865, -0.43567, 3.17557], [-0.17709, 0.20478, 2.03782], [0.20747, 1.48623, 2.06882], [0.56447, 2.19242, 0.77031], [0.23993, 2.12250, 3.13623], [-0.82067, 0.25439, 4.07587], [-1.80527, -0.67248, 2.92220], [-0.26719, -1.32373, 3.47226], [-0.15612, -0.28422, 1.11818], [1.49343, 2.71229, 0.93427], [0.64826, 1.51037, -0.06893], [-0.21702, 2.93806, 0.54064]], "mulliken_charge": [-0.69, -0.16, 0.73, -1.12, -0.73, 0.24, 0.38, 0.21, 0.24, 0.27, 0.41, 0.28, -1.01, -0.05, 0.74, -0.66, -0.70, 0.32, 0.34, 0.31, 0.20, 0.30, -0.11, 0.26]}

***

Entry 6:
{"formula": "C15H26ClCrN6S", "method": "the ωB97M-V functional and the def2-TZVPD basis", "s2": 0.76, "charge": 2, "multiplicity": 2, "e_lumo_ev": [-7.2, -6.6], "species": ["Cr", "N", "C", "C", "C", "N", "H", "H", "H", "H", "H", "H", "H", "H", "H", "H", "Cl", "C", "H", "H", "C", "C", "N", "C", "C", "N", "H", "H", "H", "H", "H", "H", "N", "C", "S", "N", "C", "C", "C", "C", "C", "C", "H", "H", "H", "H", "H", "H", "H", "H"], "xyz": [[0.21987, 0.18694, -0.03777], [-1.19901, -1.34716, 0.08411], [-2.42851, -1.12294, 0.92116], [-3.22381, 0.06757, 0.42191], [-2.59391, 1.41483, 0.72597], [-1.37160, 1.67713, -0.10246], [-1.47281, -1.51775, -0.87858], [-0.74923, -2.20685, 0.38955], [-2.11037, -0.95146, 1.94929], [-3.03804, -2.02140, 0.90664], [-4.20490, 0.03603, 0.89787], [-3.40667, -0.02779, -0.65604], [-2.30028, 1.46298, 1.77374], [-3.31478, 2.20850, 0.55238], [-0.98970, 2.57577, 0.17827], [-1.65193, 1.80928, -1.07028], [2.16579, 1.42298, -0.26489], [2.15882, -0.36976, -0.18002], [2.66407, -0.69137, 0.72391], [2.62373, -0.75696, -1.07478], [0.38298, -1.87638, 2.98082], [0.35575, -0.38356, 3.05050], [0.34225, 0.46930, 2.03326], [0.38269, 1.75666, 2.58524], [0.40257, 1.66429, 3.92861], [0.38676, 0.30907, 4.20023], [0.62256, -2.19951, 1.97122], [-0.57008, -2.31772, 3.27993], [1.15270, -2.27976, 3.63948], [0.43508, 2.64958, 1.98612], [0.45179, 2.41746, 4.70081], [0.40993, -0.10301, 5.11953], [0.87798, -2.22623, -2.81013], [0.42997, -1.10598, -3.40163], [-0.16962, 0.20726, -2.45449], [0.46362, -1.08547, -4.72045], [0.03600, -0.10220, -5.69470], [0.73066, -0.11475, -6.89767], [0.37777, 0.76363, -7.90767], [-0.66872, 1.65595, -7.71615], [-1.36360, 1.64945, -6.51640], [-1.02271, 0.76811, -5.49798], [0.98154, -2.22965, -1.81759], [1.28499, -2.98647, -3.33129], [0.92948, -1.86992, -5.14893], [1.55415, -0.81048, -7.04765], [0.92323, 0.74981, -8.84381], [-0.94607, 2.34640, -8.50300], [-2.19400, 2.32873, -6.36954], [-1.59739, 0.75510, -4.58345]], "lowdin_spin": [1.03, 0.00, 0.00, 0.00, 0.00, 0.00, 0.00, 0.00, 0.00, 0.00, 0.00, 0.00, 0.00, 0.00, 0.00, 0.00, 0.00, -0.04, 0.00, 0.00, 0.00, 0.01, 0.00, 0.00, 0.00, 0.00, 0.00, 0.00, 0.00, 0.00, 0.00, 0.00, 0.00, 0.00, 0.00, 0.00, 0.00, 0.00, 0.00, 0.00, 0.00, 0.00, 0.00, 0.00, 0.00, 0.00, 0.00, 0.00, 0.00, 0.00]}